Entry 1:
A cluster of 2 separate species, CF3N in total at a distorted geometry, computed with ωB97M-V with the def2-TZVPD basis set.

Results
gap between HOMO and LUMO (alpha / beta): 0.2309 / 0.2308 hartree
total charge: 0
ΔE to the lowest compared entry with this formula, charge and spin: 140.3 kcal/mol
multiplicity: 1
highest occupied orbital energy (alpha / beta): -10.6 / -10.6 eV
strongest force on any atom: 2.2 eV Å⁻¹

Element x y z (Å)
C 0.05906 0.28365 0.47566
N -0.70069 -0.64231 0.68114
F 0.57807 1.16572 1.21671
F 1.23720 0.67473 -2.14094
F -1.17364 -1.48178 -0.23257

***

Entry 2:
An isolated molecule of CF3NOS at a distorted geometry, computed with ωB97M-V with the def2-TZVPD basis set.

Results
gap between HOMO and LUMO: 0.3960 hartree
total charge: 0
ΔE to the lowest compared entry with this formula, charge and spin: 1.4 kcal/mol
multiplicity: 1
highest occupied orbital energy: -11.5 eV
strongest force on any atom: 5.8 eV Å⁻¹

Element x y z (Å)
C 1.21202 -0.15301 -0.07838
N 0.13765 0.12080 -0.90292
O 1.72967 -1.21299 0.16081
F 1.73088 1.01358 0.40628
F -1.57505 1.05401 0.82416
F -1.81550 -1.04837 0.21322
S -1.41967 0.22598 -0.62318

***

Entry 3:
The ion CF3O2S with charge -1 at a distorted geometry, computed with ωB97M-V with the def2-TZVPD basis set.

Results
gap between HOMO and LUMO: 0.3137 hartree
SMILES: O=[S@@]([O-])(F)=C(F)F
total charge: -1
ΔE to the lowest compared entry with this formula, charge and spin: 38.9 kcal/mol
multiplicity: 1
highest occupied orbital energy: -4.5 eV
strongest force on any atom: 8.0 eV Å⁻¹

Element x y z (Å)
C 1.15420 -0.15153 0.50470
O -1.20176 0.98496 1.15246
O -1.38250 -1.37865 -0.08452
F 1.41607 -1.42960 0.02608
F 1.62156 0.81174 -0.36491
F -0.97779 1.03748 -1.37095
S -0.62978 0.12559 0.13714

***

Entry 4:
A structure of composition CF3O2SY at a distorted geometry, computed with ωB97M-V with the def2-TZVPD basis set.

Results
gap between HOMO and LUMO (alpha / beta): 0.2137 / 0.1841 hartree
total charge: +1
multiplicity: 2
highest occupied orbital energy (alpha / beta): -12.9 / -12.8 eV
strongest force on any atom: 3.2 eV Å⁻¹

Element x y z (Å)
O 4.52143 0.21719 0.34989
Y 2.58231 -0.46417 -0.06774
S -0.06922 0.06747 -2.27067
O 0.49479 -0.02697 -0.75713
C -1.14459 1.51542 -2.16119
F -2.35029 1.32767 -2.72026
F -1.32825 1.78177 -0.86289
F -0.63698 2.61216 -2.74186

***

These records have calculated total energy values of -10670.6190 -23560.9830 -24117.8753 -25152.4198 eV, in the order they appear.